The following is a DFT calculation (ωB97M-V/def2-TZVPD) of C25H48N3O4ReS3Si as an isolated structure at a distorted geometry.

Calculated values
**LUMO (spin up / spin down)**: -10.60 / -10.13 eV
**⟨S²⟩**: 0.791
**HOMO energy (spin up / spin down)**: -17.43 / -17.39 eV
**Energy above the lowest of the compared OMol25 structures with the same formula, charge and spin**: 0.0 kJ/mol

```
! wB97M-V def2-TZVPD RIJCOSX def2/J DEFGRID3
* xyz 3 2
Re 1.277 0.239 0.678
C 4.051 1.843 -1.210
C 3.440 2.161 0.120
C 3.035 3.465 0.401
C 2.748 3.847 1.697
C 2.856 2.940 2.764
C 3.184 1.640 2.500
C 3.386 1.189 1.161
H 3.458 2.236 -2.041
H 4.236 0.780 -1.344
H 5.018 2.350 -1.259
H 3.027 4.205 -0.393
H 2.485 4.878 1.902
H 2.731 3.286 3.782
H 3.352 0.940 3.312
H 4.000 0.301 1.039
C -2.690 -2.076 0.018
C -1.171 -2.096 0.105
C -0.735 -2.598 1.460
C -0.577 -2.914 -1.025
O -0.688 -0.677 -0.023
Si -1.343 0.467 -1.065
S 0.379 1.802 -0.653
O -2.719 1.125 -0.700
C -3.498 1.868 0.294
C -3.586 3.300 -0.194
C -2.786 1.774 1.633
C -4.865 1.216 0.346
O -1.180 -0.025 -2.566
C -1.930 0.190 -3.832
C -3.225 -0.595 -3.737
C -1.027 -0.339 -4.925
C -2.186 1.680 -3.995
H -3.068 -3.094 0.112
H -3.032 -1.685 -0.947
H -3.123 -1.473 0.819
H -1.038 -3.638 1.582
H -1.218 -2.008 2.242
H 0.351 -2.539 1.578
H -0.870 -3.959 -0.919
H 0.514 -2.855 -1.019
H -0.935 -2.553 -1.991
H -2.590 3.742 -0.302
H -4.156 3.900 0.519
H -4.097 3.347 -1.157
H -1.780 2.204 1.565
H -2.704 0.725 1.942
H -3.352 2.322 2.389
H -5.352 1.269 -0.629
H -5.496 1.743 1.066
H -4.795 0.169 0.650
H -3.026 -1.661 -3.601
H -3.801 -0.474 -4.656
H -3.832 -0.231 -2.904
H -0.762 -1.383 -4.737
H -0.117 0.263 -4.995
H -1.541 -0.286 -5.886
H -2.836 2.055 -3.200
H -2.674 1.867 -4.952
H -1.243 2.238 -3.980
C 0.445 -1.022 4.465
S 0.587 0.680 3.984
C -0.959 1.295 4.595
O 0.352 0.697 2.425
H 0.552 -1.062 5.553
H 1.266 -1.571 4.003
H -0.520 -1.419 4.160
H -0.932 1.191 5.683
H -1.780 0.724 4.162
H -1.024 2.349 4.328
C 4.679 -3.716 1.515
C 3.574 -4.079 0.512
C 3.112 -2.884 -0.262
N 2.559 -1.842 0.250
N 2.244 -0.886 -0.681
C 2.543 -1.191 -1.937
N 2.274 -0.438 -2.983
S 3.301 -2.738 -1.999
H 4.933 -4.591 2.109
H 4.344 -2.927 2.189
H 5.581 -3.381 1.002
H 2.708 -4.485 1.038
H 3.924 -4.848 -0.176
H 1.790 0.439 -2.865
H 2.565 -0.704 -3.911
*
```

Mulliken atomic charge list, values in e, 5 entries: atom 1 (Re): 0.074, atom 2 (C): -1.587, atom 3 (C): 0.660, atom 4 (C): -0.410, atom 5 (C): -0.668